Below is the ion C3H7BrN with charge +1 in a non-equilibrium geometry, with properties calculated with the ωB97M-V functional and the def2-TZVPD basis.

As for the multiplicity: 3. As for the net charge: +1. The strongest force on any atom comes out at 7.0 eV Å⁻¹. The energy relative to the best compared isomer or geometry (same formula, charge and spin) is 0.2 kcal/mol. The value obtained for the HOMO energy (alpha / beta) is -10.427 / -14.054 eV.

Cartesian coordinates (Å):
C 1.887 -0.268 0.712
C 0.613 -0.565 0.475
C -0.429 0.554 0.390
N -1.655 0.276 -0.436
Br -1.072 1.450 2.086
H 2.629 -0.986 0.662
H 2.241 0.719 0.701
H 0.250 -1.670 0.564
H 0.199 1.434 -0.099
H -1.677 -0.465 -1.134
H -2.548 0.004 0.107
H -1.953 1.198 -0.907

---

Below is the ion C3H4ClF2N3 with charge +2 in a non-equilibrium geometry, with properties calculated with the ωB97M-V functional and the def2-TZVPD basis.

As for the multiplicity: 3. As for the net charge: +2. The strongest force on any atom comes out at 6.7 eV Å⁻¹. The value obtained for the HOMO energy (alpha / beta) is -17.438 / -21.108 eV.

Cartesian coordinates (Å):
C 1.372 -0.133 -0.020
C -0.487 1.356 0.011
C -0.819 -1.116 -0.062
N 0.601 -1.203 -0.229
N 0.815 1.197 0.160
N -1.267 0.293 -0.110
F -0.884 2.524 0.027
F -1.152 -1.380 1.227
Cl 3.071 -0.279 -0.055
H -1.502 -1.821 -0.637
H 1.104 -2.096 -0.473
H 1.369 2.055 0.331
H -2.219 0.603 -0.170

---

Below is an isolated molecule of C3H3N3O2 in a non-equilibrium geometry, with properties calculated with the ωB97M-V functional and the def2-TZVPD basis.

As for the net charge: 0. The strongest force on any atom comes out at 4.9 eV Å⁻¹. The energy relative to the best compared isomer or geometry (same formula, charge and spin) is 290.5 kcal/mol. The value obtained for the HOMO energy (alpha / beta) is -9.176 / -9.067 eV.

Cartesian coordinates (Å):
C -0.857 -1.068 -0.708
C -1.074 0.031 -0.061
C 1.930 -0.251 0.154
N -0.121 0.876 0.460
N 1.193 0.747 0.465
N 3.335 -0.115 -0.032
O 4.018 -0.975 0.534
O 3.680 0.704 -0.912
H -0.044 -1.867 -0.871
H -2.144 0.459 -0.035
H 1.367 1.516 1.124

---

Below is a structure of composition C16H15Cl2N4O2Ru in a non-equilibrium geometry, with properties calculated with the ωB97M-V functional and the def2-TZVPD basis.

As for the multiplicity: 5. As for the net charge: +3. The strongest force on any atom comes out at 3.4 eV Å⁻¹. The energy relative to the best compared isomer or geometry (same formula, charge and spin) is 42.9 kcal/mol. The value obtained for the HOMO energy (alpha / beta) is -17.913 / -17.527 eV.

Cartesian coordinates (Å):
Ru 4.485 4.628 13.505
Cl 3.083 0.153 15.268
C 2.554 0.957 13.906
C 1.841 0.296 12.920
C 1.286 0.934 11.834
Cl 0.351 -0.066 10.786
C 1.477 2.329 11.571
C 1.059 3.110 10.507
C 1.513 4.432 10.303
C 2.529 4.894 11.156
N 2.939 4.184 12.187
C 2.331 2.951 12.510
C 2.901 2.321 13.646
O 3.755 2.957 14.451
H 1.732 -0.791 12.939
H 0.409 2.722 9.760
H 1.128 5.048 9.493
H 3.200 5.747 10.863
C 3.082 9.647 16.822
C 3.536 8.410 16.074
C 4.547 7.522 16.410
C 4.790 6.383 15.667
N 3.976 6.130 14.621
C 2.946 6.917 14.262
C 2.671 8.039 15.037
H 3.950 10.304 17.050
H 2.540 9.505 17.782
H 2.388 10.226 16.179
H 5.176 7.749 17.316
H 5.669 5.748 15.800
H 2.368 6.627 13.359
H 1.746 8.617 14.861
N 7.005 1.508 11.814
C 6.550 2.415 12.705
N 7.049 2.332 13.953
O 5.649 3.206 12.306
H 7.736 0.861 12.075
H 6.712 1.601 10.835
H 7.857 1.708 14.174
H 6.844 3.150 14.534

---

Below is an isolated molecule of C15H16N4OS, with properties calculated with the ωB97M-V functional and the def2-TZVPD basis.

As for the structure (SMILES): CC(C)c1nc(SCC(=O)c2c[nH]c3ccccc23)n[nH]1. As for the net charge: 0. The strongest force on any atom comes out at 1.0 eV Å⁻¹. The energy relative to the best compared isomer or geometry (same formula, charge and spin) is 18.4 kcal/mol. The value obtained for the HOMO energy is -8.229 eV.

Cartesian coordinates (Å):
C -4.024 -1.843 1.342
C -3.774 -1.256 -0.048
C -3.254 -2.323 -1.014
C -2.816 -0.120 0.031
N -3.066 1.125 -0.301
C -1.899 1.767 -0.068
S -1.653 3.445 -0.392
C 0.134 3.481 -0.023
C 0.855 2.365 -0.772
O 0.572 2.086 -1.915
C 1.918 1.698 -0.031
C 2.553 2.093 1.123
N 3.488 1.176 1.479
C 3.484 0.146 0.574
C 4.243 -1.016 0.526
C 4.006 -1.883 -0.520
C 3.040 -1.605 -1.491
C 2.286 -0.452 -1.447
C 2.509 0.442 -0.404
N -0.946 0.987 0.406
N -1.541 -0.221 0.463
H -3.113 -2.275 1.752
H -4.777 -2.626 1.283
H -4.380 -1.073 2.022
H -4.709 -0.843 -0.438
H -3.057 -1.887 -1.991
H -2.333 -2.769 -0.643
H -3.994 -3.110 -1.130
H 0.484 4.452 -0.374
H 0.259 3.398 1.054
H 2.425 2.986 1.705
H 4.098 1.245 2.277
H 4.987 -1.230 1.278
H 4.578 -2.796 -0.593
H 2.889 -2.312 -2.293
H 1.543 -0.229 -2.196
H -1.015 -1.025 0.765

---

Below is a cluster of 2 separate species, C3H10N4O in total in a non-equilibrium geometry, with properties calculated with the ωB97M-V functional and the def2-TZVPD basis.

As for the net charge: +2. The strongest force on any atom comes out at 4.0 eV Å⁻¹. The energy relative to the best compared isomer or geometry (same formula, charge and spin) is 72.2 kcal/mol. The value obtained for the HOMO energy is -18.532 eV.

Cartesian coordinates (Å):
C -0.602 -1.937 1.384
C -0.716 2.107 0.613
C 0.729 1.791 -2.730
N -0.329 -3.158 1.264
N -0.308 1.569 -0.648
N -0.077 -4.126 2.260
N 0.387 2.269 -1.444
O -0.828 -0.822 1.551
H -0.057 1.471 1.303
H -0.626 3.137 0.843
H -1.796 1.620 0.760
H -0.003 1.947 -3.429
H 1.659 2.175 -3.044
H 1.017 0.762 -2.643
H 0.059 -3.523 0.341
H 0.455 -4.882 1.922
H 0.489 -3.689 2.980
H 0.550 3.290 -1.282

---

Number 1: E_tot -2746.788445 a.u., molar mass 137.00 g/mol. Number 2: E_tot -940.011574 a.u., molar mass 155.54 g/mol. Number 3: E_tot -430.458069 a.u., molar mass 113.08 g/mol. Number 4: E_tot -2002.347592 a.u., molar mass 467.30 g/mol. Number 5: E_tot -1273.669686 a.u., molar mass 300.39 g/mol. Number 6: E_tot -413.774998 a.u., molar mass 118.14 g/mol.